142
Properties=species:S:1:pos:R:3:forces:R:3:lowdin_charge:R:1 method="wB97M-V/def2-TZVPD" total_energy_ha=-14426.4436 total_charge=+1 homo_lumo_gap_ev=9.0 homo_ev=-11.7770 e_lumo_ev=-2.7
C 0.513 -1.298 1.887 -0.5 0.3 0.2 -0.051
C -0.901 -0.719 1.600 0.8 -2.0 1.3 -0.253
O -0.900 0.240 0.488 -1.7 1.6 1.3 -0.260
P -1.840 1.504 0.754 1.0 0.0 -1.5 0.961
F -0.850 2.744 0.771 -1.2 -1.0 0.0 -0.130
C -3.098 1.740 -0.556 -0.1 0.1 -0.7 -0.242
C -3.385 0.413 -1.339 1.2 -0.5 0.6 -0.260
C -3.954 -0.737 -0.456 0.3 0.2 0.2 -0.228
P -5.761 -0.571 -0.100 -1.7 -0.7 -2.1 0.572
O -6.296 0.498 -0.964 0.4 0.3 0.6 -0.261
O -6.129 -0.434 1.486 1.4 -0.2 -1.4 -0.202
C -5.312 0.512 2.183 -0.7 1.1 1.7 -0.277
C -5.885 1.959 2.151 0.8 -0.3 0.3 -0.097
O -6.460 -1.981 -0.587 0.9 1.2 2.1 -0.195
C -6.593 -2.953 0.477 0.2 -2.1 0.2 -0.273
C -5.231 -3.395 1.121 -0.4 0.8 0.5 -0.089
H 0.357 -2.335 2.240 0.2 0.5 -0.3 0.065
H 1.002 -0.750 2.713 -0.1 -0.1 -0.6 0.070
H 1.138 -1.313 0.979 -0.3 0.0 0.4 0.057
H -1.562 -1.579 1.371 0.2 0.8 -0.4 0.103
H -1.281 -0.283 2.551 0.1 0.1 -0.7 0.108
H -2.385 1.470 2.060 0.4 0.0 -0.4 0.085
H -2.674 2.462 -1.300 -0.2 -0.5 0.8 0.024
H -4.042 2.183 -0.181 0.6 -0.2 0.3 0.098
H -3.969 0.588 -2.257 -0.1 0.2 0.7 0.128
H -2.388 0.059 -1.683 -0.6 0.1 0.1 0.035
H -3.393 -0.809 0.498 -0.2 -0.1 -0.4 0.056
H -3.741 -1.678 -0.999 -0.5 0.4 0.4 0.061
H -4.245 0.511 1.886 -0.6 -0.3 -0.3 0.052
H -5.330 0.206 3.250 0.1 -0.1 -0.7 0.134
H -6.742 2.076 2.839 0.2 -0.2 -0.6 0.075
H -6.123 2.296 1.129 0.0 -0.2 0.5 0.045
H -5.090 2.614 2.578 -0.5 -0.2 -0.3 0.082
H -7.329 -2.650 1.246 0.6 0.2 -0.4 0.085
H -7.023 -3.871 0.024 0.2 0.7 -0.1 0.120
H -5.297 -4.418 1.537 0.0 0.5 -0.3 0.037
H -4.373 -3.322 0.429 -0.6 -0.3 0.1 0.065
H -5.006 -2.721 1.977 0.0 -0.4 -0.4 0.068
Cl -10.938 5.347 0.649 0.0 0.0 0.0 0.547
C -9.483 5.067 -0.336 0.0 0.0 -0.1 -0.668
C -8.544 4.074 0.304 0.0 -0.1 -0.2 -0.656
Cl -7.786 4.723 1.785 0.0 0.1 0.0 0.553
H -8.997 6.027 -0.501 0.0 0.0 0.1 0.068
H -9.820 4.685 -1.300 0.0 -0.1 0.1 0.075
H -7.735 3.831 -0.386 0.0 0.0 0.0 0.069
H -9.056 3.150 0.566 0.0 0.1 0.1 0.074
Cl -1.293 -2.545 -1.855 0.0 0.0 0.0 0.599
C 0.004 -2.256 -3.051 0.2 0.1 -0.2 -0.611
C 0.999 -1.222 -2.585 0.2 -0.1 0.1 -0.644
Cl 0.288 0.412 -2.506 0.2 -0.4 0.1 0.531
H -0.467 -1.961 -3.987 0.0 0.0 0.1 0.074
H 0.509 -3.208 -3.208 0.0 0.0 0.1 0.067
H 1.833 -1.173 -3.287 -0.1 0.0 -0.1 0.036
H 1.396 -1.459 -1.602 -0.1 0.0 0.0 -0.004
Cl 1.413 4.521 4.676 0.0 0.1 0.0 0.600
C 1.198 5.377 3.130 -0.1 0.1 -0.1 -0.648
C 1.818 4.611 1.988 -0.1 0.0 -0.2 -0.674
Cl 3.597 4.587 2.078 0.0 0.0 0.0 0.571
H 1.624 6.374 3.226 0.1 -0.1 0.0 0.073
H 0.125 5.479 2.970 0.0 -0.1 0.0 0.071
H 1.559 5.080 1.039 0.0 0.1 0.1 0.069
H 1.466 3.581 1.967 0.1 0.0 0.1 0.051
Cl 1.227 0.833 -5.851 -0.1 -0.1 0.0 0.536
C 2.908 1.368 -6.102 0.1 0.1 0.0 -0.668
C 3.808 0.234 -6.526 0.0 0.1 -0.2 -0.658
Cl 4.060 -0.952 -5.217 0.0 0.0 0.0 0.546
H 3.256 1.828 -5.179 0.0 -0.1 0.0 0.033
H 2.886 2.133 -6.877 0.0 -0.1 0.0 0.079
H 4.789 0.625 -6.792 0.0 0.0 0.1 0.000
H 3.405 -0.296 -7.388 -0.1 0.0 0.1 0.071
Cl 5.391 0.020 4.653 0.0 0.0 0.0 0.534
C 6.450 0.823 3.466 0.1 0.1 0.0 -0.661
C 5.694 1.262 2.236 0.0 0.2 0.0 -0.677
Cl 5.139 -0.120 1.260 -0.1 -0.1 0.0 0.529
H 7.258 0.138 3.216 -0.1 0.0 0.0 0.069
H 6.881 1.692 3.963 -0.1 0.0 0.0 0.073
H 6.342 1.863 1.598 0.0 -0.1 0.0 0.074
H 4.822 1.860 2.493 0.0 -0.1 0.0 0.030
Cl -1.418 2.632 -3.255 -0.1 0.6 -0.4 0.580
C -0.889 4.262 -2.748 -0.1 0.2 0.1 -0.617
C -0.153 4.989 -3.847 0.0 0.1 -0.1 -0.645
Cl 1.431 4.252 -4.191 0.0 0.0 0.0 0.567
H -0.271 4.153 -1.858 0.1 -0.1 -0.1 0.064
H -1.787 4.816 -2.475 0.0 0.0 -0.1 0.079
H 0.036 6.019 -3.544 0.0 -0.1 0.1 0.077
H -0.728 5.005 -4.771 0.0 -0.1 0.0 0.075
Cl -0.482 1.905 8.565 -0.1 0.0 0.0 0.536
C 1.253 1.588 8.293 0.0 0.0 0.0 -0.695
C 1.670 1.882 6.874 0.2 0.2 0.1 -0.669
Cl 0.969 0.723 5.709 -0.1 0.0 -0.1 0.512
H 1.453 0.554 8.563 -0.1 0.0 0.0 0.038
H 1.803 2.231 8.978 -0.1 0.0 -0.2 0.000
H 2.753 1.804 6.783 0.0 -0.1 0.0 0.074
H 1.373 2.886 6.570 -0.1 -0.2 0.1 -0.012
Cl 2.319 -3.590 -0.539 0.1 0.0 0.0 0.614
C 1.970 -5.264 -0.038 0.0 -0.3 0.1 -0.633
C 0.539 -5.647 -0.314 0.1 -0.1 0.0 -0.676
Cl -0.598 -4.772 0.752 -0.1 0.0 0.1 0.535
H 2.210 -5.362 1.019 0.0 0.1 0.0 0.077
H 2.644 -5.906 -0.601 -0.1 0.0 -0.1 0.013
H 0.396 -6.709 -0.121 0.1 0.0 0.0 0.066
H 0.261 -5.449 -1.346 0.0 0.1 0.1 0.015
Cl 6.102 2.590 -4.214 -0.1 0.0 0.0 0.553
C 7.801 2.319 -4.683 0.2 0.0 0.0 -0.648
C 8.056 2.674 -6.127 0.2 0.2 0.1 -0.627
Cl 7.248 1.544 -7.245 0.0 0.0 0.1 0.608
H 8.045 1.278 -4.478 -0.1 0.0 -0.1 0.072
H 8.413 2.947 -4.036 0.0 0.0 -0.1 0.076
H 9.123 2.621 -6.340 0.0 -0.1 0.0 0.081
H 7.714 3.681 -6.359 -0.1 -0.1 0.0 0.074
Cl 3.925 2.199 10.319 0.2 0.0 0.1 0.575
C 2.987 1.876 11.801 -0.1 0.0 0.2 -0.638
C 3.093 0.435 12.240 0.1 0.0 0.1 -0.649
Cl 2.265 -0.674 11.117 0.0 0.0 0.0 0.559
H 1.953 2.163 11.615 0.0 -0.1 -0.1 0.070
H 3.387 2.528 12.576 0.0 -0.1 0.0 0.075
H 2.618 0.311 13.213 0.0 0.1 -0.1 0.075
H 4.130 0.118 12.323 0.0 0.0 -0.1 0.070
Cl -5.627 -6.839 3.183 0.0 0.0 0.0 0.549
C -7.283 -6.815 3.842 -0.1 -0.1 0.1 -0.653
C -8.118 -5.710 3.242 -0.1 -0.1 0.0 -0.644
Cl -7.567 -4.094 3.758 0.0 0.0 0.0 0.572
H -7.214 -6.721 4.924 0.1 0.1 -0.1 0.070
H -7.730 -7.781 3.610 0.0 0.1 -0.1 0.075
H -9.153 -5.810 3.569 0.1 0.0 0.1 0.076
H -8.101 -5.741 2.154 0.1 0.0 0.0 0.067
Cl 0.197 -7.577 -3.129 0.0 0.0 0.0 0.581
C 1.701 -8.014 -3.984 0.1 0.0 -0.2 -0.640
C 2.540 -8.997 -3.203 0.0 -0.1 -0.2 -0.646
Cl 3.239 -8.274 -1.732 0.0 0.0 0.0 0.576
H 2.248 -7.096 -4.193 0.0 0.0 0.1 0.071
H 1.406 -8.459 -4.934 0.0 0.0 0.1 0.075
H 3.375 -9.336 -3.815 0.0 0.1 0.0 0.076
H 1.959 -9.868 -2.905 0.0 0.1 0.1 0.072
Cl 8.032 4.458 -11.271 0.0 0.0 0.0 0.535
C 7.552 2.772 -11.590 -0.1 -0.1 -0.1 -0.665
C 8.259 1.797 -10.680 -0.1 0.0 0.0 -0.690
Cl 10.002 1.683 -11.037 0.0 0.0 0.0 0.540
H 7.752 2.557 -12.638 0.1 0.1 0.1 0.069
H 6.476 2.713 -11.428 0.0 0.0 0.1 0.071
H 7.844 0.798 -10.815 0.0 0.0 -0.1 0.073
H 8.147 2.073 -9.635 0.1 0.1 -0.2 -0.010

***

65
Properties=species:S:1:pos:R:3:forces:R:3:lowdin_spin:R:1 method="wB97M-V/def2-TZVPD" total_energy_ha=-2001.1920 total_charge=+2 spin_multiplicity=6 homo_lumo_gap_ev="7.2 / 5.7" homo_ev="-12.2027 / -14.6026" e_lumo_ev="-5.0 / -8.9" s_squared=8.7813
P -3.047 1.586 0.240 -0.3 -0.4 -0.3 0.100
P 0.264 -2.474 -2.121 -0.8 1.6 1.2 0.007
C -2.039 -0.566 -1.997 1.3 0.6 -0.9 0.194
C -1.509 -1.998 -1.774 -0.4 -0.5 0.1 0.031
H -1.331 0.173 -1.589 -0.3 -0.4 -0.2 0.008
H -2.148 -0.376 -3.081 0.4 0.0 0.3 0.028
H -1.682 -2.266 -0.719 0.3 -0.2 -0.4 0.004
H -2.100 -2.686 -2.404 0.3 0.0 0.2 0.000
C 0.719 -2.098 -3.797 0.2 -0.2 -0.3 0.001
H 1.799 -2.244 -3.938 -0.3 0.0 0.1 0.000
H 0.464 -1.056 -4.036 0.0 -0.3 0.2 0.001
H 0.178 -2.762 -4.484 0.1 0.1 0.1 0.000
C 0.590 -4.136 -1.566 0.0 -0.3 -0.2 0.002
H -0.029 -4.842 -2.136 0.1 0.1 0.1 0.000
H 0.353 -4.233 -0.495 0.0 0.2 -0.3 0.000
H 1.650 -4.383 -1.728 -0.3 0.1 0.0 0.000
C -3.556 3.286 -0.186 0.1 0.0 -0.1 0.016
H -2.976 4.009 0.405 -0.2 -0.2 -0.1 0.002
H -4.629 3.423 0.003 0.3 0.0 0.0 0.000
H -3.361 3.452 -1.253 0.0 0.0 0.3 0.001
C -3.665 1.270 1.927 0.0 0.0 0.2 0.026
H -2.879 0.779 2.514 -0.2 0.1 -0.1 0.000
H -4.533 0.603 1.877 0.2 0.2 0.1 0.003
H -3.960 2.209 2.415 0.2 -0.3 -0.1 0.004
Ir -4.051 -0.052 -1.403 4.8 0.8 1.5 1.447
C -4.729 -1.913 -1.360 -0.6 -2.8 -0.8 0.213
C -4.689 -1.421 -2.740 0.3 -1.6 -0.4 0.120
C -5.918 -0.936 -3.476 -0.2 0.2 -0.7 0.042
C -6.311 0.527 -3.142 0.1 0.2 -0.7 0.053
C -5.551 1.083 -1.959 -2.0 2.2 -0.6 0.245
C -5.794 0.520 -0.619 -1.5 1.5 1.1 0.215
C -6.723 -0.654 -0.394 -0.3 -0.4 0.6 0.053
C -6.067 -2.032 -0.664 -0.1 -0.2 0.6 0.052
C -1.236 1.639 0.381 0.0 0.0 -0.1 0.008
H -3.982 -2.677 -1.119 -0.3 0.1 0.0 0.030
H -3.909 -1.859 -3.374 -0.3 0.1 0.2 0.009
H -6.760 -1.623 -3.319 0.2 0.1 0.1 0.007
H -5.683 -0.973 -4.549 -0.2 -0.1 0.3 0.001
H -6.076 1.156 -4.013 -0.1 -0.2 0.3 0.001
H -7.395 0.616 -2.985 0.2 0.0 0.1 0.012
H -5.384 2.165 -1.973 -0.3 -0.2 0.0 0.031
H -5.796 1.258 0.194 -0.1 -0.2 -0.4 0.008
H -7.644 -0.535 -0.982 0.3 0.1 0.0 0.013
H -7.026 -0.630 0.663 0.0 0.0 -0.4 0.001
H -5.911 -2.545 0.295 0.0 0.1 -0.3 0.000
H -6.743 -2.674 -1.247 0.2 0.1 0.1 0.010
H -0.850 0.640 0.625 -0.1 0.3 0.0 0.001
H -0.940 2.352 1.165 -0.1 -0.2 -0.2 0.002
H -0.814 1.967 -0.578 0.0 0.0 0.2 0.000
O 1.261 -1.498 -1.274 -0.5 -0.5 -0.8 0.004
C 1.121 -1.227 0.073 -0.6 0.3 2.0 0.020
O 0.100 -1.501 0.694 1.3 0.0 -1.4 0.030
C 2.308 -0.568 0.649 -0.2 -0.1 -0.3 0.051
C 2.338 -0.372 2.044 0.4 0.2 -0.1 -0.007
C 3.455 0.203 2.639 0.0 0.0 -0.1 0.048
C 4.550 0.587 1.837 -0.1 -0.1 -0.1 -0.011
C 4.514 0.401 0.441 -0.1 0.0 0.0 0.048
C 3.394 -0.166 -0.153 0.2 0.0 0.5 -0.006
N 5.708 1.163 2.432 -4.1 -2.0 -2.1 0.350
O 5.742 1.312 3.675 0.9 0.7 2.7 0.734
O 6.657 1.503 1.687 2.6 1.1 -0.9 0.735
H 1.485 -0.682 2.645 0.3 0.1 -0.1 -0.001
H 3.508 0.358 3.714 -0.1 -0.1 -0.3 0.003
H 5.373 0.704 -0.151 -0.3 -0.1 0.1 0.003
H 3.358 -0.301 -1.232 0.1 0.0 0.3 -0.001